Entry 1:
71
Properties=species:S:1:pos:R:3 method="wB97M-V/def2-TZVPD" energy_ev=-67480.412 relative_energy_ev=1.160 multiplicity=1 orbital_gap_ev=7.4187
C -3.11545 -0.71051 -3.21604
H 2.62660 3.10128 -4.07708
C 1.10827 -4.19414 -2.74465
H 1.60257 -4.85596 -3.43394
H 0.73900 2.87540 2.84864
H 1.46789 1.57415 7.56195
H 2.96093 3.12820 3.86328
C 0.46827 -5.85204 -0.96244
C 0.89461 2.57821 3.87736
O -2.13978 -1.27702 -2.35283
C 2.35373 2.35788 5.77081
O 2.28272 2.25660 -1.51502
C -0.87780 1.19525 1.77449
N -1.73799 1.17085 -2.64547
H 3.77365 1.80772 -3.79678
C -3.56879 1.59113 -4.11834
O 1.04846 -0.38163 -0.39791
C 2.05967 -0.90976 3.88364
C -2.80050 0.75064 -3.32816
C 2.14678 2.72636 4.45064
H 2.91520 -1.57110 4.01829
C -0.79926 -2.84787 0.12531
H -1.77299 4.39257 -3.56519
C 0.05030 1.71938 5.96600
H 1.09120 -2.14491 2.39057
N 0.96273 -2.88469 -2.96835
H -0.60748 -0.31630 4.12395
N -0.08101 0.21882 2.14728
O -0.13239 -6.00152 0.20360
C -1.53889 1.94780 4.09279
O 0.96977 -6.77032 -1.56471
O -2.52064 2.05111 4.78634
Mo -0.31501 -0.27829 -1.33692
C 1.98181 1.16309 -4.90642
H 0.49151 -0.12601 1.37623
H -2.54980 2.18619 2.33716
S -0.91420 1.82585 0.19833
C -2.09445 3.36259 -3.51787
C 0.01220 -3.23588 -1.08465
H 0.58155 -2.48795 4.02592
N -1.69289 1.79965 2.70419
H -1.22366 -1.38321 2.84228
C 0.95914 0.41416 -4.06466
H -4.42388 1.19720 -4.65106
C 1.30524 1.85489 6.53032
C 2.71217 2.03173 -3.88971
H 2.62104 0.43652 -5.40800
H 2.35856 -0.11453 3.19907
C 2.01488 1.72345 -2.56594
H -0.78532 1.34560 6.54211
O -1.17706 -1.63412 0.20815
O 0.21012 -0.46331 -4.50051
H -0.48882 -5.13043 0.54524
C 0.51057 -4.47694 -1.52955
H -4.11732 -0.85636 -2.80545
H 1.19906 -2.32407 -3.77769
H 1.83262 -0.44657 4.84695
H 1.46720 1.72391 -5.68674
N 1.01712 0.79355 -2.76757
C -0.36756 -0.79315 3.17621
H 3.33524 2.46763 6.21264
H -3.05825 -1.17383 -4.20364
O -1.06053 -3.73571 0.94616
C -1.39019 2.46088 -2.75184
C -3.20992 2.91806 -4.21211
H -0.50839 2.75985 -2.20202
C 0.85352 -1.67624 3.35040
H -3.78717 3.60040 -4.82141
N 0.31452 -2.29239 -1.97148
C -0.15419 2.06648 4.63439
H -2.28884 -2.22827 -2.21852


Entry 2:
16
Properties=species:S:1:pos:R:3 method="wB97M-V/def2-TZVPD" energy_ev=-19109.043 relative_energy_ev=4.898 charge=+1 multiplicity=1 orbital_gap_ev=9.3640
S 2.24630 0.08740 0.56391
H -2.34252 1.92752 0.76425
H 0.01197 -1.75852 1.37217
C -1.81016 1.37850 0.06221
H -2.18017 0.32271 -0.00793
H 2.54312 -0.86984 -1.81602
H 2.61835 -2.05612 -0.23647
H -2.06544 1.86450 -0.81206
N -0.69312 -1.31341 0.85642
C 2.17445 -1.24215 -0.79483
H 0.17332 2.15725 0.30314
N -0.38194 1.28370 0.31075
C 0.28866 0.21866 0.60815
O 2.70237 1.36738 0.14349
H 1.07156 -1.40520 -0.87976
H -1.24324 -0.71573 1.47818


Entry 3:
12
Properties=species:S:1:pos:R:3 method="wB97M-V/def2-TZVPD" smiles=COc1ncn[nH]1 energy_ev=-9706.910 relative_energy_ev=3.674 multiplicity=1 orbital_gap_ev=10.2250
N 0.91673 -0.03020 1.50857
H -1.85565 -1.50261 2.14227
C 0.40126 -0.02468 0.24574
C -0.86724 -0.95938 1.81538
H 1.70715 0.27691 1.87701
O 0.70751 0.84031 -0.69614
C -0.06327 0.67719 -2.13754
N 0.19804 -0.76891 2.33515
H 0.67328 1.24323 -2.79264
H -0.07884 -0.37351 -2.37877
H -0.96899 1.24100 -2.29211
N -0.76998 -0.61935 0.37306


| no. | HOMO level (eV) |
| --- | --- |
| 1 | -7.64 |
| 2 | -14.20 |
| 3 | -9.35 |